(1)
{"formula": "C5H11NO", "method": "wB97M-V/def2-TZVPD", "smiles": "CCCNCC=O", "lumo_energy_ev": 0.968, "homo_energy_ev": -8.83, "gap_ev": 9.79, "e_above_lowest_ev": 3.021, "symbols": ["C", "C", "C", "N", "C", "C", "O", "H", "H", "H", "H", "H", "H", "H", "H", "H", "H", "H"], "xyz": [[0.8009, 0.3021, 0.8430], [0.7658, 1.6680, 1.5579], [-0.5232, -0.4536, 0.9474], [-1.1489, -0.3149, -0.3084], [-0.6306, -1.3177, -1.3548], [0.2030, -0.4520, -2.2261], [1.2683, -0.8492, -2.6416], [1.6186, -0.2593, 1.3266], [1.1493, 0.5965, -0.1919], [1.7579, 2.1167, 1.8362], [-0.0383, 1.8764, 2.3755], [0.4149, 2.2711, 0.6398], [-1.1844, -0.0486, 1.7624], [-0.4383, -1.5157, 1.2882], [-2.1503, -0.0388, -0.4815], [-1.4178, -1.8621, -1.9926], [-0.0272, -2.0894, -0.7690], [-0.4198, 0.3706, -2.6111]]}

(2)
{"formula": "C5H11NO", "method": "wB97M-V/def2-TZVPD", "smiles": "CC(C)N(C)C=O", "lumo_energy_ev": 0.912, "homo_energy_ev": -9.24, "gap_ev": 10.15, "e_above_lowest_ev": 0.724, "symbols": ["C", "C", "C", "N", "C", "C", "O", "H", "H", "H", "H", "H", "H", "H", "H", "H", "H", "H"], "xyz": [[-0.9685, -1.4774, -0.4214], [-0.5667, -0.0165, -0.5868], [-1.4277, 0.8808, 0.3142], [0.8497, 0.2276, -0.2635], [1.5941, -0.6709, 0.5987], [1.2387, 1.5367, -0.3262], [0.7667, 2.3888, -1.0536], [-0.8087, -1.8130, 0.6100], [-2.0422, -1.5642, -0.6197], [-0.4325, -2.1459, -1.1045], [-0.7158, 0.2854, -1.6285], [-1.0886, 1.9183, 0.2738], [-2.4693, 0.8658, -0.0109], [-1.3886, 0.5268, 1.3519], [1.1269, -0.7792, 1.5837], [1.7015, -1.6644, 0.1508], [2.6049, -0.2732, 0.7282], [2.0260, 1.7745, 0.4037]]}

(3)
{"formula": "C5H11NO", "method": "wB97M-V/def2-TZVPD", "smiles": "CCN(C)C(C)=O", "lumo_energy_ev": 0.785, "homo_energy_ev": -9.23, "gap_ev": 10.01, "e_above_lowest_ev": 3.419, "symbols": ["C", "C", "C", "C", "C", "H", "H", "H", "H", "H", "H", "H", "H", "H", "H", "H", "N", "O"], "xyz": [[2.2886, -0.3941, -0.1603], [1.3742, 0.7715, -0.0063], [-0.7874, 1.8816, 0.0989], [-0.9109, -0.5130, -0.0171], [-0.2474, -1.8750, 0.1751], [3.3988, 0.0743, -0.2207], [1.9384, -1.2140, -1.0890], [2.1286, -1.0289, 0.7122], [1.6778, 1.2806, 0.9945], [1.2796, 1.6085, -0.9240], [-0.6453, 2.5844, -0.7114], [-0.3667, 2.4315, 0.9471], [-1.7586, 1.7277, 0.1208], [-1.0443, -2.4779, 0.2772], [0.5024, -2.2350, -0.6560], [0.3278, -2.1820, 1.2612], [-0.1595, 0.5741, 0.1077], [-2.0780, -0.4768, -0.2509]]}

(4)
{"formula": "C5H11NO", "method": "wB97M-V/def2-TZVPD", "smiles": "C[C@H]1CN1CCO", "lumo_energy_ev": 1.115, "homo_energy_ev": -9.38, "gap_ev": 10.49, "e_above_lowest_ev": 2.064, "symbols": ["C", "C", "C", "N", "C", "C", "O", "H", "H", "H", "H", "H", "H", "H", "H", "H", "H", "H"], "xyz": [[-0.5877, 2.2463, -0.9056], [-0.8014, 1.1069, 0.0570], [-1.5891, -0.1020, -0.2706], [-0.1331, -0.1572, -0.2015], [0.4688, -0.8279, 0.9575], [1.7274, -1.5531, 0.5035], [1.4353, -2.4304, -0.5577], [0.4188, 2.6621, -0.7887], [-1.3149, 3.0408, -0.7096], [-0.7049, 1.9257, -1.9459], [-0.8145, 1.3925, 1.1116], [-2.0203, -0.2199, -1.2642], [-2.1495, -0.5835, 0.5300], [0.7227, -0.0997, 1.7386], [-0.2328, -1.5497, 1.3921], [2.4940, -0.8120, 0.2229], [2.1397, -2.1491, 1.3251], [0.9415, -1.8897, -1.1944]]}

(5)
{"formula": "C5H11NO", "method": "wB97M-V/def2-TZVPD", "smiles": "CCCNC(C)=O", "lumo_energy_ev": 0.946, "homo_energy_ev": -9.16, "gap_ev": 10.11, "e_above_lowest_ev": 1.631, "symbols": ["C", "C", "C", "N", "C", "O", "C", "H", "H", "H", "H", "H", "H", "H", "H", "H", "H", "H"], "xyz": [[-2.3295, -0.2321, -0.5488], [-1.4577, 0.8447, 0.0867], [-0.6199, 0.3204, 1.2585], [0.3608, -0.7204, 0.8494], [1.5396, -0.1700, 0.3018], [1.5664, 1.0516, 0.3330], [2.9283, -0.4277, -0.4391], [-2.9289, 0.1713, -1.3713], [-1.7119, -1.0410, -0.9557], [-3.0172, -0.6669, 0.1874], [-0.7751, 1.2692, -0.6575], [-2.0873, 1.6730, 0.4420], [-0.0379, 1.1435, 1.6739], [-1.2742, -0.0613, 2.0546], [0.0393, -1.6794, 0.9304], [2.8799, 0.1276, -1.3972], [3.2705, -1.4341, -0.6163], [3.6940, 0.1360, 0.1305]]}

(6)
{"formula": "C5H11NO", "method": "wB97M-V/def2-TZVPD", "smiles": "C/C=C/C=C/N.O", "lumo_energy_ev": 0.857, "homo_energy_ev": -7.55, "gap_ev": 8.41, "e_above_lowest_ev": 1.888, "symbols": ["N", "C", "C", "C", "C", "C", "H", "H", "H", "H", "H", "H", "H", "H", "H", "H", "H", "O"], "xyz": [[2.7853, 1.0309, -1.0834], [1.6472, 0.9707, -0.3262], [0.4383, 0.6269, -0.7775], [-0.6587, 0.4284, 0.1456], [-1.9445, 0.1654, -0.0617], [-2.9602, 0.0075, 1.0465], [3.6476, 0.9153, -0.5843], [2.7430, 0.7813, -2.0531], [1.7102, 1.2415, 0.6770], [0.3887, 0.2724, -1.8001], [-0.3511, 0.3881, 1.1917], [-2.2833, 0.1480, -1.0951], [-2.9344, 0.8979, 1.6654], [-3.9542, -0.1367, 0.6422], [-2.6357, -0.8512, 1.6389], [2.2113, -2.1692, 0.0414], [0.6671, -2.2044, 0.1597], [1.4835, -2.5129, 0.5730]]}

(7)
{"formula": "C5H11NO", "method": "wB97M-V/def2-TZVPD", "lumo_energy_ev": 0.889, "homo_energy_ev": -7.53, "gap_ev": 8.41, "e_above_lowest_ev": 6.850, "symbols": ["C", "C", "C", "N", "C", "C", "O", "H", "H", "H", "H", "H", "H", "H", "H", "H", "H", "H"], "xyz": [[-1.3763, -1.0716, -1.5171], [0.1459, -0.7792, 0.0963], [2.3398, 0.4838, 1.4821], [0.9074, 0.3522, 1.3624], [-0.4581, 0.3626, -0.4015], [-0.8321, 1.5723, -0.7044], [-2.5563, -1.4294, -0.8586], [-3.0321, -0.6290, -0.6097], [0.4229, 0.4258, 2.2544], [-0.8722, -1.9840, -1.8275], [-1.5328, -0.4404, -2.3973], [1.0221, -1.1549, -0.4207], [-0.4329, -1.4578, 0.7152], [2.7960, 0.3765, 0.4906], [2.8035, -0.2763, 2.1326], [2.6405, 1.4696, 1.8634], [-1.5259, 1.7626, -1.5173], [-0.4596, 2.4173, -0.1429]]}

(8)
{"formula": "C5H11NO", "method": "wB97M-V/def2-TZVPD", "smiles": "C=COC(C)(C)N", "lumo_energy_ev": 1.018, "homo_energy_ev": -9.03, "gap_ev": 10.04, "e_above_lowest_ev": 1.691, "symbols": ["C", "C", "C", "N", "C", "C", "O", "H", "H", "H", "H", "H", "H", "H", "H", "H", "H", "H"], "xyz": [[-0.4049, 0.2555, 0.1369], [0.4619, 0.7261, 1.3059], [-1.6077, 1.3062, -0.0624], [-0.9835, -1.0465, 0.3876], [1.3500, -0.5145, -1.4445], [1.8053, -1.6175, -0.8468], [0.2723, 0.3523, -1.1001], [-1.4901, -1.3447, -0.4417], [-1.6235, -1.0175, 1.1750], [1.7891, -0.1469, -2.3660], [1.2908, 0.0371, 1.4951], [0.9135, 1.6977, 1.0775], [-2.2920, 1.2661, 0.7908], [-1.2158, 2.3246, -0.1487], [-2.1608, 1.0892, -0.9820], [-0.1180, 0.8194, 2.2300], [2.6144, -2.1901, -1.2901], [1.3992, -1.9965, 0.0835]]}

(9)
{"formula": "C5H11NO", "method": "wB97M-V/def2-TZVPD", "smiles": "CCN(C)C(C)=O", "lumo_energy_ev": 0.873, "homo_energy_ev": -9.21, "gap_ev": 10.08, "e_above_lowest_ev": 1.269, "symbols": ["C", "C", "N", "C", "C", "C", "O", "H", "H", "H", "H", "H", "H", "H", "H", "H", "H", "H"], "xyz": [[0.7045, -1.2601, 1.7057], [0.9527, -0.2238, 0.5820], [-0.1085, 0.4785, 0.0970], [-1.5043, -0.0825, 0.0450], [-1.9874, -0.2567, -1.4136], [0.2904, 1.4262, -0.9596], [2.1051, -0.0634, 0.2319], [-0.1801, -0.9813, 2.2894], [1.6600, -1.4496, 2.1706], [0.2976, -2.1467, 1.1970], [-2.1118, 0.7197, 0.4732], [-1.4086, -0.9842, 0.6398], [-1.8812, 0.6297, -2.0347], [-3.0053, -0.6345, -1.3206], [-1.3071, -0.8789, -2.0124], [1.1455, 1.9776, -0.5685], [0.5871, 0.8502, -1.8358], [-0.4341, 2.2496, -0.9146]]}

(10)
{"formula": "C5H11NO", "method": "wB97M-V/def2-TZVPD", "smiles": "CCN(C)C(C)=O", "lumo_energy_ev": 0.772, "homo_energy_ev": -9.07, "gap_ev": 9.84, "e_above_lowest_ev": 2.455, "symbols": ["C", "C", "C", "C", "C", "H", "H", "H", "H", "H", "H", "H", "H", "H", "H", "H", "N", "O"], "xyz": [[2.2151, -0.6378, 0.5507], [1.3025, -0.2521, -0.6397], [-0.3291, 1.6703, -0.1477], [-0.9557, -0.7974, -0.1688], [-2.3078, -0.3992, 0.2776], [2.3562, 0.1960, 1.3638], [3.2103, -0.7804, 0.0617], [1.8029, -1.5928, 1.0421], [1.7355, 0.6519, -1.1973], [1.2611, -1.1246, -1.4854], [-1.1546, 1.9362, -0.9523], [-0.8932, 1.6983, 0.9809], [0.5970, 2.0771, -0.2277], [-2.3080, 0.1235, 1.4005], [-3.0388, -1.3439, 0.1147], [-2.8070, 0.3426, -0.3556], [-0.0465, 0.1698, -0.2735], [-0.6399, -1.9376, -0.3440]]}

> What is the formula in the third record?

C5H11NO

Copy entry 10 word for word.
{"formula": "C5H11NO", "method": "wB97M-V/def2-TZVPD", "smiles": "CCN(C)C(C)=O", "lumo_energy_ev": 0.772, "homo_energy_ev": -9.07, "gap_ev": 9.84, "e_above_lowest_ev": 2.455, "symbols": ["C", "C", "C", "C", "C", "H", "H", "H", "H", "H", "H", "H", "H", "H", "H", "H", "N", "O"], "xyz": [[2.2151, -0.6378, 0.5507], [1.3025, -0.2521, -0.6397], [-0.3291, 1.6703, -0.1477], [-0.9557, -0.7974, -0.1688], [-2.3078, -0.3992, 0.2776], [2.3562, 0.1960, 1.3638], [3.2103, -0.7804, 0.0617], [1.8029, -1.5928, 1.0421], [1.7355, 0.6519, -1.1973], [1.2611, -1.1246, -1.4854], [-1.1546, 1.9362, -0.9523], [-0.8932, 1.6983, 0.9809], [0.5970, 2.0771, -0.2277], [-2.3080, 0.1235, 1.4005], [-3.0388, -1.3439, 0.1147], [-2.8070, 0.3426, -0.3556], [-0.0465, 0.1698, -0.2735], [-0.6399, -1.9376, -0.3440]]}